The following is a DFT calculation (ωB97M-V with the def2-TZVPD basis set) of a structure of composition C41H32CaN8O3S2.

Last column: Löwdin charge in e.
Element x y z (Å)
Ca1 -0.0995 -0.2986 0.1582  1.20
C1 2.4773 -1.3959 2.1245  -0.17
N1 2.1559 -1.8663 0.7761  -0.16
C2 1.4948 -3.1730 0.8028  -0.14
C3 0.7627 -3.5809 -0.4605  -0.27
C4 0.0313 -4.7709 -0.4699  -0.03
C5 -0.7891 -5.0332 -1.5456  -0.07
C6 -0.8224 -4.1353 -2.6096  -0.07
C7 0.0215 -3.0431 -2.5546  -0.13
N2 0.8090 -2.7827 -1.5155  0.12
C8 3.3561 -1.8881 -0.0531  -0.13
C9 3.3165 -1.0827 -1.3356  -0.26
C10 4.4605 -1.0541 -2.1327  -0.04
C11 4.4206 -0.3871 -3.3438  -0.09
C12 3.2384 0.2323 -3.7198  -0.06
C13 2.1654 0.1797 -2.8415  -0.10
N3 2.2048 -0.4586 -1.6779  0.11
C14 1.3337 -0.8906 2.9786  -0.35
C15 1.6147 -0.4843 4.2794  -0.06
C16 0.5751 -0.0015 5.0590  -0.08
C17 -0.7044 0.0219 4.5376  -0.08
C18 -0.8923 -0.4139 3.2312  -0.26
N4 0.1089 -0.8742 2.4753  -0.03
H1 3.1616 -0.5497 2.0317  0.09
H2 2.9936 -2.1879 2.6993  0.13
H3 0.7311 -3.1486 1.5794  0.10
H4 2.2165 -3.9717 1.0629  0.13
H5 0.0367 -5.4237 0.3920  0.11
H6 -1.4230 -5.9118 -1.5472  0.10
H7 -1.4840 -4.2875 -3.4519  0.09
H8 0.0798 -2.3357 -3.3784  0.11
H9 3.6045 -2.9214 -0.3311  0.13
H10 4.2098 -1.5175 0.5220  0.12
H11 5.3669 -1.5499 -1.8022  0.10
H12 5.2961 -0.3505 -3.9814  0.09
H13 3.1555 0.7641 -4.6584  0.10
H14 1.2358 0.6790 -3.0825  0.10
H15 2.6300 -0.5123 4.6555  0.11
H16 0.7688 0.3567 6.0631  0.10
H17 -1.5443 0.3928 5.1083  0.10
H18 -1.8867 -0.5107 2.8172  0.08
C19 -1.4579 -3.9500 3.2858  -0.09
O1 -1.9120 -4.3081 1.9952  -0.14
C20 -2.8539 -3.4289 1.4635  -0.22
C21 -4.1822 -3.6583 1.7448  -0.05
C22 -5.1769 -2.8646 1.1762  -0.13
C23 -4.8031 -1.8562 0.3081  -0.08
C24 -3.4681 -1.5818 0.0126  -0.14
C25 -3.1664 -0.5015 -0.9102  -0.11
N5 -1.9941 -0.0520 -1.1457  -0.11
N6 -1.8997 0.9944 -2.0344  0.05
C26 -0.7519 1.6305 -1.8899  -0.52
O2 0.1516 1.3627 -1.0467  -0.31
C27 -0.5030 2.7674 -2.8340  -0.14
C28 0.6026 3.5811 -2.5932  -0.02
C29 0.9058 4.6257 -3.4524  -0.09
C30 0.1115 4.8615 -4.5672  -0.12
C31 -0.9903 4.0515 -4.8115  -0.11
C32 -1.3008 3.0117 -3.9480  -0.04
C33 -2.4195 -2.3481 0.6288  -0.30
O3 -1.1839 -2.0989 0.4269  -0.24
H19 -2.2375 -4.1149 4.0412  0.08
H20 -1.1468 -2.9069 3.3283  0.07
H21 -0.6007 -4.5867 3.5158  0.08
H22 -4.4456 -4.4750 2.4092  0.11
H23 -6.2190 -3.0410 1.4121  0.08
H24 -5.5713 -1.2429 -0.1540  0.10
H25 -4.0192 -0.0280 -1.4070  0.11
H26 1.2040 3.3744 -1.7153  0.12
H27 1.7593 5.2618 -3.2502  0.10
H28 0.3438 5.6805 -5.2387  0.09
H29 -1.6121 4.2392 -5.6801  0.09
H30 -2.1602 2.3762 -4.1161  0.10
S1 -1.5837 1.8283 1.6660  0.60
C34 -0.6363 3.2622 1.4573  -0.70
C35 -1.3218 4.4748 1.3129  -0.09
C36 -0.6796 5.7043 1.1949  -0.22
C37 -1.4276 6.9036 1.0700  -0.22
N7 -2.0456 7.8739 0.9791  0.11
C38 0.7336 5.7304 1.2187  -0.23
C39 1.4279 4.5324 1.3435  -0.10
C40 0.7986 3.2835 1.4616  -0.74
S2 1.7821 1.8817 1.6282  0.56
C41 1.4354 6.9617 1.1280  -0.22
N8 2.0197 7.9549 1.0652  0.11
H31 -2.4030 4.4420 1.2990  0.09
H32 2.5096 4.5588 1.3606  0.09

Max |F|: 2.46 eV Å⁻¹
LUMO energy: 4.03 eV
Energy above the lowest of the compared OMol25 structures with the same formula, charge and spin: 1.8877 eV
DFT total energy: -3719.528023 a.u.
Net charge: -2
Orbital gap: 5.03 eV
Multiplicity: 1

***

The following is a DFT calculation (ωB97M-V with the def2-TZVPD basis set) of the molecule C5H6O2.

Last column: Löwdin charge in e.
Element x y z (Å)
C1 3.2329 0.2012 -0.1709  0.14
C2 2.0367 0.0963 -0.0023  -0.03
C3 0.6675 -0.4172 -0.1681  -0.26
O1 0.7718 -1.2663 -1.0374  0.07
C4 -0.8326 -0.3304 0.4048  -0.36
C5 -1.5661 1.0019 0.2474  -0.04
O2 -1.5473 -1.2927 -0.3212  -0.04
H1 4.2777 0.4433 -0.1812  0.04
H2 -0.8395 -0.6187 1.4695  0.15
H3 -2.6221 0.8606 0.5181  0.09
H4 -1.5429 1.3303 -0.7953  0.09
H5 -1.1445 1.7744 0.8937  0.08
H6 -0.8916 -1.7826 -0.8571  0.08

SMILES: C#CC(=O)[C@@H](C)O
Max |F|: 1.55 eV Å⁻¹
LUMO energy: -0.04 eV
Energy above the lowest of the compared OMol25 structures with the same formula, charge and spin: 3.1472 eV
DFT total energy: -344.486255 a.u.
Orbital gap: 10.20 eV
Multiplicity: 1

***

The following is a DFT calculation (ωB97M-V with the def2-TZVPD basis set) of a structure of composition C16H37AuNO9S2SbSi3.

Last column: Löwdin charge in e.
Element x y z (Å)
Au1 0.3100 -0.1902 -0.9274  0.76
C1 4.8379 3.3503 1.6034  -0.06
C2 4.0287 2.5198 0.6479  -0.29
C3 4.1361 1.1345 0.6104  -0.05
C4 3.3633 0.4134 -0.2838  -0.17
N1 2.5228 0.9914 -1.1445  0.01
C5 2.3971 2.3161 -1.0897  -0.16
C6 3.1271 3.1151 -0.2323  -0.04
H1 5.4636 2.7204 2.2359  0.07
H2 4.1764 3.9382 2.2413  0.08
H3 5.4820 4.0456 1.0585  0.07
H4 4.8088 0.6305 1.2947  0.10
H5 3.4065 -0.6691 -0.3583  0.09
H6 1.6630 2.7397 -1.7630  0.11
H7 2.9619 4.1848 -0.2145  0.11
C7 -0.0196 -4.2621 1.5242  -0.25
Si1 0.2457 -3.0872 2.9998  0.37
C8 2.1612 -3.0834 3.1550  -0.28
C9 -0.2753 -4.2115 4.5056  -0.24
Sb1 0.4594 -0.6657 1.7435  1.29
Si2 0.7087 0.5251 4.0739  0.43
C10 2.5477 1.0829 4.3029  -0.23
C11 0.3021 -0.6366 5.5927  -0.26
C12 -0.3657 2.0692 4.4346  -0.21
Si3 -3.9417 -1.4136 0.6990  0.40
C13 -4.8226 -3.0242 0.1855  -0.17
C14 -3.5869 -1.6197 2.5529  -0.16
C15 -5.0703 0.1029 0.5360  -0.15
H8 0.6043 -5.1565 1.5971  0.02
H9 0.2505 -3.7352 0.6090  -0.01
H10 -1.0582 -4.5782 1.4189  0.02
H11 2.6037 -4.0699 3.2931  0.02
H12 2.4993 -2.4354 3.9663  0.00
H13 2.5515 -2.6613 2.2259  0.00
H14 0.2701 -5.1561 4.4953  0.01
H15 -1.3414 -4.4404 4.4670  0.00
H16 -0.0819 -3.7217 5.4607  -0.01
H17 3.2256 0.2288 4.3526  0.00
H18 2.7140 1.7086 5.1808  0.01
H19 2.8002 1.6555 3.4098  -0.01
H20 1.0562 -1.4161 5.7060  -0.01
H21 -0.6531 -1.1310 5.4113  0.00
H22 0.2360 -0.0828 6.5310  0.01
H23 -0.5056 2.5967 3.4939  -0.02
H24 0.0788 2.7602 5.1537  0.02
H25 -1.3567 1.7860 4.7917  0.02
H26 -4.1499 -3.8644 0.3621  0.03
H27 -5.0234 -2.9999 -0.8816  0.01
H28 -5.7549 -3.1995 0.7260  0.02
H29 -3.1046 -2.5647 2.7980  0.01
H30 -4.5258 -1.5528 3.1050  0.02
H31 -2.9413 -0.8100 2.8905  0.01
H32 -5.3970 0.2341 -0.4911  0.01
H33 -4.5160 0.9905 0.8438  0.03
H34 -5.9453 0.0082 1.1837  0.02
C16 0.8468 -2.9547 -1.8881  -0.31
O1 1.2980 -2.0270 -0.9483  -0.54
H35 1.2895 -3.9381 -1.6508  0.06
H36 1.1604 -2.6846 -2.9130  0.06
H37 -0.2389 -3.0657 -1.9020  0.03
O2 -1.3423 0.9826 1.6913  -0.47
S1 -0.4711 1.9514 0.9732  0.18
O3 -0.5287 1.7173 -0.4995  -0.44
O4 0.9196 1.7010 1.4419  -0.56
O5 -0.8491 3.3199 1.2642  -0.33
O6 -2.6050 -2.9424 -1.9357  -0.33
S2 -2.6759 -1.5201 -1.6737  0.34
O7 -3.9953 -0.9855 -1.9610  -0.35
O8 -2.4790 -1.3534 -0.0793  -0.36
O9 -1.6067 -0.7650 -2.3343  -0.39

Max |F|: 3.06 eV Å⁻¹
LUMO energy (spin up / spin down): 4.37 / 4.37 eV
DFT total energy: -3404.706480 a.u.
Net charge: -2
Orbital gap (spin up / spin down): 5.61 / 5.61 eV
Multiplicity: 1

***

The following is a DFT calculation (ωB97M-V with the def2-TZVPD basis set) of a cluster of 8 separate species, H16O8 in total.

Last column: Löwdin charge in e.
Element x y z (Å)
O1 1.6441 1.0483 -0.1772  -0.06
H1 2.1515 1.3527 0.5837  0.04
H2 0.8411 1.5807 -0.1518  0.01
O2 -1.8638 -1.0363 -2.8448  -0.05
H3 -2.1883 -0.7601 -3.7093  0.04
H4 -1.0359 -0.5540 -2.7400  0.04
O3 -2.7483 4.1407 -2.9014  -0.07
H5 -1.8912 3.9871 -2.4880  0.02
H6 -3.0918 3.2551 -3.0649  0.03
O4 1.8598 -3.1543 1.9888  -0.07
H7 1.3145 -3.9199 1.7752  0.04
H8 2.0556 -2.7594 1.1317  0.03
O5 -0.1857 -0.1623 1.2347  -0.07
H9 0.7345 -0.3090 1.4811  0.02
H10 -0.4501 0.6016 1.7597  0.04
O6 -0.9908 -2.3318 0.1033  -0.06
H11 -0.0461 -2.4118 -0.0706  0.02
H12 -1.3520 -1.9829 -0.7193  0.01
O7 3.4664 -1.4415 2.8643  -0.06
H13 3.4057 -0.5647 3.2600  0.04
H14 4.2705 -1.8145 3.2429  0.04
O8 -1.9629 2.1670 -0.4961  -0.04
H15 -2.7252 2.4767 0.0060  0.05
H16 -1.2115 2.5925 -0.0679  0.03

SMILES: O.O.O.O.O.O.O.O
Max |F|: 0.86 eV Å⁻¹
LUMO energy: -0.08 eV
Energy above the lowest of the compared OMol25 structures with the same formula, charge and spin: 3.5490 eV
DFT total energy: -611.452191 a.u.
Orbital gap: 10.10 eV
Multiplicity: 1

***

The following is a DFT calculation (ωB97M-V with the def2-TZVPD basis set) of a cluster of 2 separate species, C3H10Cl2Si2 in total.

Last column: Löwdin charge in e.
Element x y z (Å)
C1 0.8716 1.4104 -0.8959  -0.25
C2 2.8048 -0.9251 -1.0146  -0.25
C3 -2.8046 0.4754 1.1105  -0.76
Si1 -2.8967 -1.4705 1.7893  0.71
Si2 1.0655 -0.4123 -0.2568  0.18
Cl1 -2.5348 0.1448 -0.7029  0.34
Cl2 1.0969 -0.6478 1.8046  0.23
H1 0.8458 2.0962 -0.0018  0.03
H2 1.7780 1.7267 -1.5191  0.05
H3 0.0677 1.4618 -1.5621  -0.04
H4 2.9265 -0.6655 -2.1116  0.04
H5 3.5445 -0.5347 -0.4109  -0.03
H6 2.8289 -2.0716 -0.9722  0.04
H7 -2.0742 1.1011 1.5820  -0.01
H8 -3.8531 0.9415 1.0423  0.02
H9 -3.7471 -1.3638 2.9723  -0.23
H10 0.0806 -1.2667 -0.8532  -0.06

Max |F|: 4.08 eV Å⁻¹
LUMO energy: -1.05 eV
Energy above the lowest of the compared OMol25 structures with the same formula, charge and spin: 3.9710 eV
DFT total energy: -1619.615262 a.u.
Orbital gap: 7.69 eV
Multiplicity: 1

***

The following is a DFT calculation (ωB97M-V with the def2-TZVPD basis set) of a cluster of 3 separate species, C4H8O2 in total.

Last column: Löwdin charge in e.
Element x y z (Å)
C1 0.6106 -0.0848 1.5126  -0.10
C2 1.4179 -0.4353 0.5186  -0.09
H1 0.0294 -0.8257 2.0535  0.06
H2 0.5064 0.9524 1.8234  0.07
H3 2.0255 0.2984 -0.0031  0.06
H4 1.4930 -1.4667 0.1810  0.07
C3 -1.8964 0.1189 0.4226  -0.17
O1 -2.0071 -0.7137 -0.4448  -0.03
H5 -2.1316 -0.1216 1.4768  0.08
H6 -1.5644 1.1519 0.2166  0.09
C4 0.3792 0.2705 -1.9408  -0.18
O2 0.1884 1.4549 -1.7930  -0.01
H7 -0.2566 -0.4821 -1.4521  0.05
H8 1.2057 -0.1172 -2.5712  0.09

SMILES: C=C.C=O.C=O
Max |F|: 0.59 eV Å⁻¹
LUMO energy: 0.49 eV
Energy above the lowest of the compared OMol25 structures with the same formula, charge and spin: 3.5316 eV
DFT total energy: -307.582649 a.u.
Orbital gap: 10.15 eV
Multiplicity: 1

***

The following is a DFT calculation (ωB97M-V with the def2-TZVPD basis set) of a structure of composition C42H44Br2CaGeN6.

Last column: Löwdin charge in e.
Element x y z (Å)
Ca1 0.5071 0.9247 -0.8237  1.20
C1 2.2020 -3.0017 -2.4542  -0.04
C2 2.1321 -1.7148 -1.9104  -0.20
N1 1.0942 -0.9136 -2.0746  -0.04
C3 0.0642 -1.3165 -2.8581  -0.17
C4 0.0516 -2.6046 -3.4687  -0.16
C5 1.1570 -3.4463 -3.2172  0.01
C6 -1.0271 -2.9898 -4.2802  -0.06
C7 -2.0579 -2.1031 -4.4819  -0.07
C8 -2.0690 -0.8378 -3.8974  -0.01
C9 -1.0332 -0.4002 -3.0605  -0.26
N2 -0.9907 0.8051 -2.4495  -0.11
C10 -2.0677 1.6723 -2.6679  -0.29
C11 -2.0755 2.6005 -3.6852  -0.04
C12 -3.1562 3.4850 -3.8687  -0.07
C13 -4.2585 3.4172 -3.0640  -0.04
C14 -4.3189 2.4497 -2.0362  -0.16
C15 -5.4618 2.2644 -1.2261  -0.01
C16 -5.4661 1.2685 -0.2921  -0.05
C17 -4.3077 0.4803 -0.1421  -0.17
N3 -3.2188 0.6326 -0.8509  0.11
C18 -3.2144 1.5860 -1.8175  -0.19
H1 3.0687 -3.6200 -2.2643  0.11
H2 2.9569 -1.3325 -1.3140  0.08
H3 1.1646 -4.4420 -3.6436  0.13
H4 -1.0203 -3.9666 -4.7459  0.11
H5 -2.8906 -2.3924 -5.1116  0.11
H6 -2.9003 -0.1717 -4.0840  0.11
H7 -1.2432 2.6216 -4.3794  0.11
H8 -3.1097 4.2060 -4.6750  0.11
H9 -5.1059 4.0716 -3.2271  0.11
H10 -6.3230 2.9053 -1.3718  0.12
H11 -6.3350 1.0730 0.3218  0.11
H12 -4.2843 -0.3081 0.6072  0.10
C19 1.4341 3.3257 1.1938  -0.20
C20 1.0004 4.1495 -0.0387  -0.21
N4 0.4623 3.3376 -1.1464  -0.14
C21 1.0476 3.6269 -2.4673  -0.17
C22 2.0230 2.5258 -2.9550  -0.18
N5 2.5058 1.7024 -1.8457  -0.17
C23 3.4867 2.3474 -0.9659  -0.17
C24 3.2980 1.8451 0.4644  -0.20
N6 1.8946 1.9675 0.8847  -0.18
H13 2.1985 3.8971 1.7346  0.13
H14 0.5731 3.2219 1.8551  0.07
H15 0.2574 4.8728 0.3028  0.09
H16 1.8475 4.7301 -0.4012  0.10
H17 -0.5426 3.4756 -1.2034  0.07
H18 0.2486 3.7150 -3.2001  0.10
H19 1.5607 4.5913 -2.4480  0.12
H20 1.4982 1.8601 -3.6420  0.11
H21 2.8445 2.9996 -3.5039  0.12
H22 2.9007 0.8506 -2.2298  0.10
H23 4.5164 2.1721 -1.2887  0.13
H24 3.3271 3.4243 -0.9869  0.11
H25 3.5531 0.7807 0.5013  0.09
H26 3.9790 2.3767 1.1403  0.13
H27 1.7814 1.4105 1.7299  0.06
Br1 -1.3556 0.6124 2.0820  0.71
C25 -2.4634 2.1404 2.5144  -0.97
Br2 -2.2461 3.6000 1.2767  0.70
H28 -2.1738 2.4889 3.4966  0.01
H29 -3.4995 1.8286 2.4914  0.00
C26 3.6162 -2.2408 1.1484  -0.23
Ge1 1.7222 -1.5745 1.2919  1.03
C27 0.6720 -3.1927 0.8097  -0.36
C28 -0.5146 -3.1023 0.0846  -0.14
C29 -1.1919 -4.2484 -0.3047  -0.07
C30 -0.6861 -5.4967 0.0269  -0.07
C31 0.4931 -5.5970 0.7538  -0.07
C32 1.1725 -4.4498 1.1376  -0.11
C33 1.6745 -1.0729 3.2330  -0.28
C34 2.7378 -0.2953 3.6346  -0.14
C35 2.8658 0.1583 4.9597  -0.07
C36 1.9005 -0.1456 5.8765  -0.02
C37 0.7840 -0.9350 5.5139  -0.16
C38 -0.2155 -1.2635 6.4603  -0.03
C39 -1.2764 -2.0506 6.1152  -0.07
C40 -1.3839 -2.5527 4.8043  -0.07
C41 -0.4420 -2.2421 3.8645  -0.08
C42 0.6643 -1.4166 4.1797  -0.21
H30 3.8491 -2.7661 2.0740  0.03
H31 4.3619 -1.4553 1.0147  0.01
H32 3.6960 -2.9368 0.3137  0.01
H33 -0.9143 -2.1274 -0.1822  0.09
H34 -2.1113 -4.1674 -0.8714  0.11
H35 -1.2087 -6.3929 -0.2816  0.11
H36 0.8896 -6.5692 1.0168  0.11
H37 2.0912 -4.5391 1.7049  0.10
H38 3.5185 -0.0414 2.9226  0.08
H39 3.7306 0.7438 5.2443  0.11
H40 1.9791 0.2060 6.8981  0.12
H41 -0.1158 -0.8839 7.4703  0.12
H42 -2.0323 -2.2999 6.8486  0.11
H43 -2.2148 -3.1966 4.5454  0.11
H44 -0.5314 -2.6340 2.8616  0.08

Max |F|: 1.87 eV Å⁻¹
LUMO energy (spin up / spin down): -2.11 / -4.21 eV
Energy above the lowest of the compared OMol25 structures with the same formula, charge and spin: 0.0000 eV
DFT total energy: -9857.863054 a.u.
Net charge: +1
Orbital gap (spin up / spin down): 6.91 / 4.80 eV
Multiplicity: 2

***

The following is a DFT calculation (ωB97M-V with the def2-TZVPD basis set) of the molecule C4H5NOS.

Last column: Löwdin charge in e.
Element x y z (Å)
C1 -2.0480 0.9170 0.3314  -0.36
S1 -0.3440 0.9279 -0.2797  0.96
C2 -0.0059 -0.7130 -0.5746  -0.40
C3 1.2973 -1.1011 -0.5838  -0.11
C4 2.1426 -0.1327 -0.0165  -0.59
N1 2.0252 0.9921 0.6194  0.14
O1 3.3589 0.0049 0.4505  0.01
H1 -2.7078 1.8024 0.3239  0.05
H2 -1.8739 0.6715 1.3419  0.01
H3 -2.7065 0.1463 -0.1764  0.06
H4 -0.8864 -1.3853 -0.7860  0.11
H5 1.7485 -2.1298 -0.6501  0.14

SMILES: CS/C=C\C1=NO1
Max |F|: 3.63 eV Å⁻¹
LUMO energy: -0.10 eV
Energy above the lowest of the compared OMol25 structures with the same formula, charge and spin: 4.9151 eV
DFT total energy: -683.427290 a.u.
Orbital gap: 8.73 eV
Multiplicity: 1